Computed, not measured: C24H44O3P2SSn as an isolated structure, with the ωB97M-V functional and the def2-TZVPD basis.

CARTESIAN COORDINATES (ANGSTROEM)
Sn -1.07 -4.06 -1.95
C -1.27 3.86 -0.58
C 0.03 3.59 -1.10
C -1.51 2.68 -2.55
C -2.22 3.28 -1.47
C -0.13 2.89 -2.32
C -1.56 4.59 0.67
H -0.97 4.19 1.51
H -2.62 4.47 0.93
H -1.34 5.67 0.61
C -3.68 3.43 -1.37
H -3.98 3.93 -0.44
H -4.20 2.46 -1.44
H -4.04 4.05 -2.21
C -2.14 2.05 -3.72
H -3.05 2.58 -3.99
H -2.40 1.01 -3.52
H -1.46 2.06 -4.57
C 0.95 2.48 -3.24
H 1.24 3.31 -3.91
H 0.62 1.64 -3.86
H 1.85 2.19 -2.68
C 1.33 3.95 -0.50
H 1.91 4.70 -1.07
H 1.96 3.04 -0.44
H 1.20 4.34 0.52
C -1.37 0.78 2.50
C -0.81 1.97 2.70
C 0.64 2.34 2.79
C 1.72 1.24 2.60
C 1.77 0.67 1.23
C 1.17 -0.42 0.69
C -0.24 -0.83 0.94
C -0.77 -0.58 2.37
H 0.90 2.87 3.73
H 1.63 0.46 3.36
H 0.79 3.09 2.00
H -0.03 -0.86 3.13
H -2.45 0.79 2.26
H -1.50 2.81 2.76
H -1.65 -1.25 2.45
H -0.93 -0.39 0.21
H 1.62 -0.93 -0.17
H -0.33 -1.93 0.73
H 2.67 1.77 2.71
H 2.29 1.39 0.57
P 1.22 -3.09 2.01
C 0.63 -4.08 3.43
C 2.85 -2.51 2.68
P 1.80 -3.81 -1.03
C 1.57 -4.36 0.78
C 3.43 -2.93 -0.78
C 2.54 -5.44 -1.53
H -0.13 -4.79 3.08
H 0.17 -3.39 4.15
H 1.46 -4.61 3.91
H 3.38 -3.35 3.14
H 2.67 -1.75 3.45
H 3.48 -2.05 1.91
H 3.14 -5.81 -0.68
H 3.19 -5.30 -2.41
H 1.70 -6.11 -1.74
H 0.71 -5.04 0.73
H 2.47 -4.89 1.10
H 4.02 -3.01 -1.71
H 3.97 -3.42 0.03
H 3.28 -1.86 -0.54
C -4.02 -0.87 -2.47
S -2.58 -1.53 -1.68
O -1.63 -0.43 -1.62
O -2.85 -2.24 -0.42
O -2.20 -2.53 -2.81
H -4.73 -1.66 -2.62
H -3.74 -0.44 -3.44
H -4.40 -0.11 -1.77

The HOMO-LUMO gap comes out at 4.6 eV. For the total energy, the calculation gives -2461.06296 a.u. The net charge is +2.